Density functional theory data (wB97M-V/def2-TZVPD) for a structure of composition CH16O8V at a distorted geometry.

Positions of all 26 atoms, in Å:
V1 0.05 -0.40 0.20
O1 -0.39 -1.39 -1.55
H1 -0.52 -2.07 -2.19
O2 0.61 0.55 2.00
H2 0.96 1.43 2.13
O3 -2.98 -0.45 -2.18
H3 -2.06 -0.68 -1.85
H4 -3.56 -1.11 -1.80
O4 -1.51 2.38 2.40
H5 -0.83 1.64 2.31
H6 -2.37 1.94 2.38
O5 0.91 -2.14 1.26
H7 1.50 -2.03 2.02
H8 1.14 -2.99 0.87
O6 -2.01 -0.58 0.76
H9 -2.81 -0.79 0.26
H10 -2.30 -0.42 1.66
O7 -0.49 1.64 -0.75
H11 -0.25 2.47 -0.33
H12 -1.05 1.87 -1.50
C1 3.11 0.14 -1.35
O8 2.15 0.12 -0.31
H13 3.99 -0.46 -1.13
H14 2.65 -0.18 -2.28
H15 3.48 1.16 -1.52
H16 2.60 0.34 0.52

Output
**Electronic energy**: -1593.6480 hartree
**HOMO-LUMO gap (alpha / beta)**: 6.6 / 9.1 eV
**⟨S²⟩**: 3.753
**2S+1**: 4
**Strongest force on any atom**: 1.277 eV/A
**LUMO energy (alpha / beta)**: 0.1 / 0.1 eV

***

Density functional theory data (wB97M-V/def2-TZVPD) for a structure of composition CH17LiO8 at a distorted geometry.

Positions of all 27 atoms, in Å:
Li1 0.81 1.15 -1.81
C1 0.27 -0.40 -0.08
O1 -0.69 0.32 -0.83
H1 0.74 0.54 0.73
H2 1.09 -0.83 -0.52
H3 -0.29 -1.20 0.45
O2 2.51 0.42 -2.63
H4 2.42 0.68 -3.62
H5 3.39 0.33 -2.16
O3 -2.61 1.13 -2.47
H6 -1.88 1.69 -2.95
H7 -1.99 0.80 -1.85
O4 -2.70 -1.94 -0.62
H8 -2.48 -2.53 0.10
H9 -2.09 -1.09 -0.48
O5 1.19 -3.68 -1.17
H10 2.25 -3.62 -1.25
H11 0.85 -2.93 -0.80
O6 1.74 2.28 3.51
H12 1.40 2.48 4.36
H13 1.43 1.42 3.12
O7 -2.50 1.85 0.76
H14 -2.13 2.42 1.25
H15 -1.91 1.60 0.16
O8 0.59 -0.28 3.23
H16 -0.33 -0.04 3.16
H17 0.93 -0.59 2.42

Output
**Electronic energy**: -657.6334 hartree
**HOMO-LUMO gap**: 7.9 eV
**Energy relative to the best compared isomer or geometry (same formula, charge and spin)**: 48.3 kcal/mol
**Strongest force on any atom**: 9.760 eV/A
**LUMO energy**: -1.4 eV

***

Density functional theory data (wB97M-V/def2-TZVPD) for a structure of composition CH17O10V at a distorted geometry.

Positions of all 29 atoms, in Å:
O1 0.50 0.27 0.97
V1 -0.81 0.36 -0.04
O2 -0.85 1.91 -0.60
C1 1.21 -1.02 -2.42
O3 0.00 -0.70 -1.82
H1 1.95 -0.23 -2.27
H2 1.70 -1.94 -2.10
H3 1.19 -0.93 -3.51
O4 -2.08 1.24 1.69
H4 -3.02 1.17 1.87
H5 -1.70 1.49 2.52
O5 -1.56 -1.74 0.60
H6 -2.43 -2.01 0.33
H7 -1.46 -2.09 1.48
O6 3.34 0.66 2.82
H8 2.76 0.10 2.31
H9 4.22 0.38 2.58
O7 -3.15 0.03 -1.09
H10 -3.95 0.48 -1.37
H11 -2.91 -0.53 -1.82
O8 -0.47 1.58 3.83
H12 0.16 1.30 3.16
H13 -0.44 2.54 3.80
O9 3.01 -2.01 0.47
H14 2.12 -2.04 0.14
H15 3.56 -2.01 -0.31
O10 -0.59 1.48 -3.61
H16 -0.26 0.68 -3.20
H17 -0.05 1.58 -4.40

Output
**Electronic energy**: -1744.6825 hartree
**HOMO-LUMO gap**: 8.4 eV
**Energy relative to the best compared isomer or geometry (same formula, charge and spin)**: 26.2 kcal/mol
**Strongest force on any atom**: 5.321 eV/A
**LUMO energy**: -0.5 eV

***

Density functional theory data (wB97M-V/def2-TZVPD) for a structure of composition CH18MnO11 at a distorted geometry.

Positions of all 31 atoms, in Å:
O1 1.07 1.92 1.69
H1 0.76 1.43 0.92
H2 1.19 2.83 1.41
H3 1.94 1.57 1.93
O2 2.35 -0.56 0.46
H4 2.54 -1.05 -0.34
H5 1.57 -0.01 0.35
H6 3.09 -0.01 0.73
Mn1 0.61 1.97 -1.31
C1 0.14 0.30 -0.32
O3 1.04 1.03 0.06
O4 -0.54 0.81 -1.21
O5 0.15 -0.86 0.08
O6 0.79 -1.24 2.11
H7 0.54 -2.16 2.07
H8 0.36 -0.84 1.35
O7 -1.71 2.13 0.68
H9 -1.09 2.81 0.42
H10 -1.72 1.52 -0.05
O8 -0.53 -2.64 0.19
H11 -0.43 -1.69 0.10
H12 -1.45 -2.80 -0.01
O9 -1.99 -0.50 0.67
H13 -2.54 0.07 0.14
H14 -1.19 -0.61 0.15
O10 -1.94 0.29 -2.48
H15 -1.08 0.61 -2.21
H16 -2.51 0.47 -1.72
O11 0.49 -1.65 -2.19
H17 -0.42 -1.87 -2.36
H18 0.49 -1.29 -1.31

Output
**Electronic energy**: -2025.9671 hartree
**HOMO-LUMO gap (alpha / beta)**: 5.4 / 4.6 eV
**Energy relative to the best compared isomer or geometry (same formula, charge and spin)**: 549.0 kcal/mol
**⟨S²⟩**: 8.760
**2S+1**: 6
**Charge**: +2
**Strongest force on any atom**: 18.155 eV/A
**LUMO energy (alpha / beta)**: -11.3 / -12.1 eV

***

Density functional theory data (wB97M-V/def2-TZVPD) for a cluster of 8 separate species, CH18O8 in total at a distorted geometry.

Positions of all 27 atoms, in Å:
O1 -2.00 -3.03 0.86
H1 -2.19 -3.82 1.37
H2 -1.25 -2.64 1.30
O2 -0.30 -1.47 -3.49
H3 -0.28 -1.13 -2.59
H4 -0.13 -0.70 -4.04
O3 2.20 -1.07 0.12
H5 2.97 -1.44 -0.32
H6 2.55 -0.38 0.68
O4 0.19 -1.58 2.04
H7 0.76 -1.00 1.52
H8 0.73 -1.84 2.79
O5 -0.26 -0.33 -0.90
H9 -0.82 -0.20 -0.13
H10 0.50 -0.80 -0.56
O6 -2.45 -0.30 2.19
H11 -3.22 -0.88 2.17
H12 -1.70 -0.89 2.17
O7 -1.03 1.60 -2.90
H13 -0.41 1.57 -3.62
H14 -0.80 0.86 -2.35
C1 0.86 3.10 0.66
O8 2.29 3.14 0.67
H15 0.38 3.41 -0.26
H16 0.50 2.12 0.99
H17 0.41 3.73 1.43
H18 2.48 3.96 0.20

Output
**Electronic energy**: -650.7813 hartree
**SMILES**: CO.O.O.O.O.O.O.O
**HOMO-LUMO gap**: 10.4 eV
**Energy relative to the best compared isomer or geometry (same formula, charge and spin)**: 9.7 kcal/mol
**Strongest force on any atom**: 1.198 eV/A
**LUMO energy**: -0.2 eV

***

Density functional theory data (wB97M-V/def2-TZVPD) for a structure of composition CH19HfO12 at a distorted geometry.

Positions of all 33 atoms, in Å:
Hf1 0.88 1.50 -0.09
C1 -1.11 0.31 0.70
O1 -0.21 -0.29 0.13
O2 -2.11 -0.33 1.26
O3 -0.87 1.51 0.79
H1 -2.19 -1.20 0.98
O4 0.65 3.24 2.52
H2 1.10 2.97 3.34
H3 1.03 4.11 2.34
O5 -1.80 -3.06 -0.88
H4 -1.33 -3.59 -0.22
H5 -2.58 -3.61 -0.94
O6 -0.26 1.34 -1.86
H6 -0.17 1.93 -2.64
H7 -0.99 0.69 -2.05
O7 0.10 3.58 -0.34
H8 0.53 4.36 0.00
H9 -0.68 3.81 -0.83
O8 1.58 0.63 1.71
H10 1.25 -0.29 1.95
H11 2.15 0.96 2.39
O9 -1.96 -0.73 -2.06
H12 -2.65 -0.85 -2.71
H13 -1.92 -1.58 -1.63
O10 1.02 -1.79 2.60
H14 1.54 -2.25 3.27
H15 1.04 -2.38 1.85
O11 1.96 -0.09 -0.99
H16 1.58 -0.89 -1.42
H17 2.87 -0.26 -1.03
O12 0.76 -2.44 -1.82
H18 0.93 -3.07 -2.52
H19 -0.15 -2.25 -1.80

Output
**Electronic energy**: -999.5251 hartree
**HOMO-LUMO gap**: 9.5 eV
**Charge**: +3
**Strongest force on any atom**: 5.410 eV/A
**LUMO energy**: -11.8 eV

***

Density functional theory data (wB97M-V/def2-TZVPD) for a structure of composition CH20Mn2O13 at a distorted geometry.

Positions of all 36 atoms, in Å:
Mn1 2.34 -36.76 -20.70
Mn2 6.22 -38.21 -19.46
C1 4.40 -36.41 -19.19
O1 5.43 -36.48 -18.45
O2 4.36 -37.29 -20.12
O3 3.31 -35.78 -19.08
O4 5.32 -39.57 -18.01
H1 4.85 -38.95 -17.43
H2 5.51 -40.33 -17.45
O5 7.12 -34.45 -17.38
H3 6.52 -35.13 -17.70
H4 7.86 -34.92 -16.99
O6 5.17 -39.92 -21.10
H5 5.70 -39.93 -21.91
H6 4.42 -40.48 -21.30
O7 6.08 -33.75 -20.01
H7 6.38 -32.87 -19.74
H8 5.93 -34.20 -19.18
O8 1.70 -38.55 -19.77
H9 1.16 -38.60 -18.96
H10 2.16 -39.40 -19.82
O9 7.79 -38.04 -17.84
H11 8.00 -38.75 -17.22
H12 8.58 -37.49 -17.87
O10 7.57 -36.95 -20.52
H13 7.46 -36.18 -21.10
H14 8.48 -36.90 -20.21
O11 2.11 -33.42 -18.80
H15 2.41 -34.33 -18.89
H16 2.48 -33.12 -17.96
O12 0.68 -36.25 -17.08
H17 1.28 -35.58 -17.43
H18 0.86 -36.26 -16.14
O13 4.14 -35.56 -15.90
H19 4.86 -35.80 -15.30
H20 4.38 -35.92 -16.76

Output
**Electronic energy**: -3329.7559 hartree
**HOMO-LUMO gap (alpha / beta)**: 7.5 / 7.4 eV
**Energy relative to the best compared isomer or geometry (same formula, charge and spin)**: 37.7 kcal/mol
**⟨S²⟩**: 30.005
**2S+1**: 11
**Charge**: +2
**Strongest force on any atom**: 3.375 eV/A
**LUMO energy (alpha / beta)**: -8.3 / -8.3 eV

***

> Number 1 is which compound?

CH16O8V

***

> What is the formula in the fourth record?

CH18MnO11

***

> What is the formula in the fifth record?

CH18O8

***

> What is the strongest force on any atom in the third record?

5.321 eV/A